Here is the molecule C8H10N2O2 in a non-equilibrium geometry from OMol25. Energies are from ωB97M-V/def2-TZVPD.

```
22
Properties=species:S:1:pos:R:3:mulliken_charge:R:1
C -1.0115 0.5342 1.6593 -0.53
C -1.2012 -1.5122 0.7133 0.00
C -0.8325 0.6198 0.3641 0.17
C 0.6962 -2.2190 -0.3033 0.56
C -0.4111 1.8302 -0.3903 -0.80
C 0.8938 1.6542 -1.1466 -0.18
C 1.7110 0.4781 -0.6937 -0.93
C 0.1823 -1.1127 -1.0920 -0.44
N -1.3973 -0.7472 1.9340 -0.32
N -0.9660 -0.5583 -0.3123 0.07
O 1.6220 -2.9141 -0.6412 -0.60
O -0.0639 -2.4662 0.7991 -0.37
H -1.1203 1.1622 2.4908 0.49
H -2.1341 -1.9539 0.6080 0.39
H -1.1372 2.2674 -1.0594 0.31
H -0.4026 2.6757 0.4402 0.26
H 0.6784 1.5146 -2.2612 0.28
H 1.4291 2.6602 -0.9908 0.30
H 2.6565 0.2248 -1.0823 0.41
H 1.6155 0.1422 0.4271 0.32
H 0.2207 -1.1274 -2.1776 0.37
H -1.0280 -1.1525 2.7149 0.21
```

Values from the calculation:
LUMO energy (spin up / spin down) = 0.157 / 0.156 eV
orbital gap (spin up / spin down) = 7.7 / 7.7 eV
charge = 0

---

Here is a cluster of 2 separate species, C2H2FO3S in total in a non-equilibrium geometry from OMol25. Energies are from ωB97M-V/def2-TZVPD.

```
9
Properties=species:S:1:pos:R:3:mulliken_charge:R:1
C 0.1270 -1.9178 -0.6334 -0.67
C 0.1204 -0.6407 -0.9327 0.03
O 1.1309 1.8818 1.5744 -0.48
O -1.2152 1.2101 1.9469 -0.48
O -0.6745 2.8605 0.1830 -0.50
F 0.4851 -0.2158 -2.1877 -0.24
S -0.2195 1.7652 1.0316 0.85
H -0.1538 -2.2327 0.3548 0.23
H 0.3995 -2.7106 -1.3369 0.26
```

Values from the calculation:
LUMO energy (spin up / spin down) = 2.864 / 3.386 eV
orbital gap (spin up / spin down) = 6.6 / 8.6 eV
charge = -1

---

Here is a structure of composition C27H32N7NaO2PS2 in a non-equilibrium geometry from OMol25. Energies are from ωB97M-V/def2-TZVPD.

```
72
Properties=species:S:1:pos:R:3:mulliken_spin:R:1
Na 0.1049 0.1340 -0.3762 0.00
C 3.4889 -2.7167 0.4249 -0.02
C 2.7729 -1.6000 0.0822 0.11
N 1.6095 -1.2407 0.6917 0.18
C 1.1162 -2.0276 1.6961 -0.03
C 1.8165 -3.2052 2.1383 -0.08
C 3.0185 -3.5365 1.4669 0.40
C 1.2987 -3.9613 3.2109 0.10
C 0.1413 -3.5398 3.8553 0.01
C -0.5518 -2.4122 3.4465 -0.01
C -0.1281 -1.6398 2.3318 0.14
N -0.7309 -0.5133 1.7803 -0.04
C -1.8793 0.0654 2.0664 0.00
C -2.8906 -0.3066 3.0050 0.04
C -4.0774 0.4129 3.1418 -0.02
C -4.3761 1.5426 2.4162 0.07
C -3.4188 2.0077 1.4785 -0.01
C -3.6117 3.1662 0.7091 0.02
C -2.6529 3.5921 -0.1678 -0.01
C -1.4877 2.8322 -0.2928 0.02
N -1.2805 1.7338 0.4002 0.00
C -2.1949 1.2988 1.2857 0.00
H 4.4037 -2.9512 -0.1085 0.00
H 3.1114 -0.9456 -0.7145 0.04
H 3.5634 -4.4243 1.7737 0.03
H 1.8253 -4.8553 3.5295 0.00
H -0.2371 -4.1029 4.7047 0.01
H -1.4206 -2.1297 4.0118 0.04
H -2.7669 -1.1819 3.6107 0.01
H -4.8025 0.0557 3.8685 0.00
H -5.3133 2.0725 2.5394 0.01
H -4.5388 3.7192 0.8275 0.00
H -2.7823 4.4916 -0.7567 0.00
H -0.6951 3.1237 -0.9753 0.01
C -0.1329 -1.1856 -7.3094 0.00
C -0.5456 -1.1535 -5.8534 0.00
O 0.3565 -0.2940 -5.1717 0.00
P 0.0917 0.0685 -3.5965 0.00
S 1.7326 0.9346 -2.9545 0.00
S -0.7429 -1.4350 -2.6519 0.00
O -1.0973 1.1674 -3.7587 0.00
C -0.8287 2.4185 -4.3847 0.00
C -2.0294 2.7744 -5.2346 0.00
H -0.7375 -1.9092 -7.8629 0.00
H 0.9168 -1.4709 -7.3951 0.00
H -0.2567 -0.2046 -7.7723 0.00
H -0.5121 -2.1500 -5.4088 0.00
H -1.5719 -0.7865 -5.7459 0.00
H 0.0795 2.3624 -4.9870 0.00
H -0.6593 3.1698 -3.6094 0.00
H -2.1593 2.0426 -6.0343 0.00
H -1.8999 3.7634 -5.6840 0.00
H -2.9357 2.7841 -4.6271 0.00
C 3.1553 -0.5568 4.3403 0.00
C 2.9276 0.7334 5.1279 0.00
C 2.8547 0.4745 6.6268 0.00
C 1.6567 1.4320 4.6551 0.00
N 1.8516 2.1169 3.3888 0.00
C 1.5280 1.6739 2.1924 -0.04
N 1.8956 2.5555 1.2770 0.00
N 2.4653 3.5652 2.0027 0.00
N 2.4497 3.3064 3.2639 0.00
H 4.1506 -0.9628 4.5326 0.00
H 3.0689 -0.4036 3.2622 0.00
H 2.4176 -1.3160 4.6152 0.00
H 3.7595 1.4177 4.9303 0.00
H 2.0205 -0.1922 6.8647 0.00
H 2.7175 1.4030 7.1876 0.00
H 3.7712 -0.0018 6.9817 0.00
H 1.3059 2.1663 5.3802 0.00
H 0.8620 0.6995 4.4928 0.00
H 1.0283 0.7212 2.0227 0.03
```

Values from the calculation:
<S²> = 0.780
LUMO energy (spin up / spin down) = 3.894 / 3.890 eV
orbital gap (spin up / spin down) = 2.6 / 4.6 eV
charge = -2
multiplicity = 2

---

Here is a cluster of 3 separate species, C27H47N2O8P in total in a non-equilibrium geometry from OMol25. Energies are from ωB97M-V/def2-TZVPD.

```
85
Properties=species:S:1:pos:R:3:mulliken_charge:R:1
C 2.9658 -2.1064 0.4976 -0.95
C 2.2230 -3.2779 0.4290 -0.49
C 0.8275 -3.3003 0.0436 0.61
C 0.1274 -2.1121 0.0160 -1.03
C -1.2349 -2.1144 -0.3603 1.30
P -1.9411 -0.4163 -0.3329 0.25
O -3.4286 -0.4351 0.3896 -0.50
O -2.2001 -0.1381 -1.9258 -0.59
C -1.9073 -3.2704 -0.7277 -1.19
C -3.3639 -3.1911 -1.1147 0.58
C -3.6875 -3.9064 -2.4472 -2.12
C -4.3640 -3.7053 -0.0253 -1.03
C -3.7757 -4.3833 1.2146 -0.54
C -3.1502 -3.4230 2.2576 -0.73
C -1.1700 -4.5015 -0.6880 0.60
N -1.8126 -5.6565 -1.0336 -0.36
C -1.1070 -6.7484 -0.9464 -0.56
C 0.2368 -6.7461 -0.5228 -0.36
N 0.9174 -5.6779 -0.2110 -0.60
C 0.1818 -4.5353 -0.2966 0.35
H 3.3060 -1.5589 -0.3752 0.31
H 3.2923 -1.7439 1.4700 0.25
H 2.6798 -4.2398 0.6567 0.42
H 0.6097 -1.1881 0.2992 0.85
H -3.2824 -0.1652 1.3022 0.32
H -2.3919 0.7986 -2.0462 0.32
H -3.6327 -2.1588 -1.3116 0.67
H -4.6941 -3.6027 -2.7424 0.52
H -2.9895 -3.5879 -3.2215 0.37
H -3.7086 -4.9824 -2.3296 0.45
H -4.9434 -2.8473 0.3224 0.21
H -5.0900 -4.3795 -0.4812 0.50
H -3.0594 -5.1679 0.9915 0.20
H -4.6088 -4.8807 1.7162 0.53
H -3.1427 -2.3863 1.9423 -0.06
H -2.1238 -3.7415 2.4513 0.21
H -3.6577 -3.5290 3.2155 0.40
H -1.5800 -7.6869 -1.2081 0.45
H 0.7475 -7.7010 -0.4481 0.46
C 3.9677 4.6614 -4.1107 -0.78
O 3.8847 3.3007 -3.7552 -0.25
C 4.7641 2.9717 -2.6935 -0.68
C 4.3509 1.6713 -2.0410 -0.42
O 3.2776 1.8095 -1.1209 -0.36
C 1.9811 1.9967 -1.6755 -0.47
C 1.3781 0.7376 -2.2534 0.25
O 1.8974 0.4748 -3.5469 -0.38
C 1.7421 -0.8804 -3.9068 -0.71
H 4.9786 4.9207 -4.4464 0.32
H 3.2694 4.8348 -4.9273 0.23
H 3.6843 5.3028 -3.2678 0.32
H 4.7662 3.7712 -1.9423 0.34
H 5.7763 2.8635 -3.1079 0.45
H 5.1942 1.3196 -1.4421 0.38
H 4.1364 0.9043 -2.7877 0.23
H 1.9752 2.8110 -2.4026 0.17
H 1.3545 2.3032 -0.8337 0.24
H 0.2921 0.8673 -2.3449 0.43
H 1.5837 -0.1041 -1.5819 -0.21
H 2.2930 -1.5314 -3.2168 0.28
H 2.1525 -1.0083 -4.9068 0.27
H 0.6840 -1.1668 -3.9152 0.28
C 2.7024 3.4667 1.9623 -0.20
O 1.5888 4.0061 2.6435 -0.30
C 1.0490 5.1330 1.9765 -0.48
C -0.3600 5.4124 2.4531 -0.46
O -1.3448 4.5790 1.8562 -0.49
C -1.4047 3.2356 2.3145 -0.05
C -2.0408 3.0896 3.6794 -0.68
O -1.1132 3.4071 4.7024 -0.24
C -1.7496 3.7438 5.9139 -0.80
H 3.5103 4.2038 1.8847 0.36
H 3.0588 2.6118 2.5336 0.28
H 2.4243 3.1223 0.9615 -0.20
H 1.0410 4.9634 0.8923 0.25
H 1.6847 6.0014 2.2009 0.45
H -0.6206 6.4258 2.1401 0.42
H -0.4213 5.3800 3.5423 0.17
H -0.4225 2.7612 2.2755 0.16
H -2.0438 2.7191 1.5939 0.20
H -2.3583 2.0458 3.8209 0.39
H -2.9180 3.7447 3.7434 0.37
H -2.3770 4.6342 5.7891 0.33
H -0.9754 3.9654 6.6458 0.24
H -2.3610 2.9121 6.2829 0.32
```

Values from the calculation:
LUMO energy = -0.898 eV
orbital gap = 6.5 eV
charge = 0
structure (SMILES) = C=Cc1cc(P(O)O)c([C@@H](C)CCC)c2nccnc12.COCCOCCOC.COCCOCCOC

---

Here is a cluster of 2 separate species, C25H34N2O5 in total in a non-equilibrium geometry from OMol25. Energies are from ωB97M-V/def2-TZVPD.

```
66
Properties=species:S:1:pos:R:3:mulliken_charge:R:1
C -2.9533 -5.3821 3.0609 -1.33
C -1.8196 -4.4415 2.6581 -0.28
C -2.0617 -3.7800 1.3128 -0.65
C -0.9339 -2.8159 0.8850 0.05
C -0.7470 -1.6438 1.7557 0.55
C 0.5672 -1.2304 2.2140 0.06
O 0.8255 -0.3294 2.9962 -0.74
O 1.5486 -1.9844 1.6416 -0.25
C 2.8482 -1.5014 2.0197 -0.26
C 3.8911 -1.9597 1.0406 -1.09
C -1.8402 -0.7704 2.1544 0.36
O -1.7901 0.1462 2.9555 -0.72
O -2.9985 -1.0703 1.5028 -0.19
C -4.0350 -0.1605 1.8954 -0.34
C -5.1976 -0.2439 0.9469 -1.17
H -2.7194 -5.8609 4.0146 0.38
H -3.8911 -4.8289 3.1754 0.29
H -3.0987 -6.1643 2.3093 0.32
H -1.6887 -3.6637 3.4222 0.28
H -0.8743 -4.9964 2.6098 0.30
H -2.1651 -4.5495 0.5330 0.52
H -2.9831 -3.1885 1.3549 0.06
H 0.0254 -3.3511 0.8577 0.37
H -1.1685 -2.4515 -0.1294 -0.50
H 2.8277 -0.4071 2.0291 0.30
H 3.0673 -1.8522 3.0383 0.28
H 4.8299 -1.4768 1.3163 0.37
H 4.0440 -3.0410 1.0794 0.34
H 3.6434 -1.6371 0.0252 0.15
H -4.3445 -0.3945 2.9237 0.29
H -3.6313 0.8563 1.8815 0.35
H -5.9003 0.5414 1.2285 0.39
H -4.8890 -0.0583 -0.0863 0.23
H -5.7241 -1.1991 1.0182 0.31
C 0.7679 4.4005 -1.0519 -1.02
N 2.1872 4.3191 -0.7706 0.11
C 2.8243 5.2998 -0.0292 -0.46
C 4.0931 4.8810 0.1831 -0.45
N 4.2354 3.6613 -0.4589 0.13
C 5.4563 2.8854 -0.4080 -0.87
C 3.0742 3.3374 -1.0847 0.34
C 2.7674 2.0025 -1.6013 0.50
C 1.6252 1.8729 -2.5081 -1.30
C 0.9405 0.7053 -2.5409 -0.07
C -0.3418 0.5641 -3.1919 0.70
C -1.2075 -0.4709 -2.7664 -0.21
C -2.5097 -0.5468 -3.2447 -0.43
C -2.9612 0.3891 -4.1914 -0.43
C -2.1040 1.4004 -4.6492 -0.57
C -0.7984 1.4892 -4.1633 -0.43
O 3.4381 1.0165 -1.2299 -0.65
H 0.3926 3.4802 -1.5037 0.50
H 0.2277 4.5760 -0.1103 0.38
H 0.5586 5.2435 -1.7272 0.35
H 2.3078 6.1836 0.2994 0.48
H 4.8885 5.3239 0.7545 0.47
H 5.3620 2.0130 -1.0581 0.29
H 6.2988 3.5159 -0.7220 0.35
H 5.6441 2.5454 0.6206 0.36
H 1.3928 2.7460 -3.1208 0.76
H 1.3295 -0.1547 -1.9904 0.53
H -0.8269 -1.1778 -2.0251 0.15
H -3.1661 -1.3393 -2.8803 0.43
H -3.9793 0.3225 -4.5744 0.38
H -2.4541 2.1273 -5.3854 0.37
H -0.1259 2.2785 -4.5103 0.29
```

Values from the calculation:
LUMO energy = -2.308 eV
orbital gap = 2.5 eV
charge = 0

---

Here is a cluster of 2 separate species, C5H6Cl2 in total in a non-equilibrium geometry from OMol25. Energies are from ωB97M-V/def2-TZVPD.

```
13
Properties=species:S:1:pos:R:3:mulliken_charge:R:1
C -0.4315 1.3973 1.3058 -0.79
C 1.1366 -0.6578 -2.1534 -0.61
C -0.9929 0.1667 1.0629 -0.16
C 0.6816 -0.0142 -1.1652 0.20
C -0.3085 -1.0493 1.0080 -0.21
Cl 0.6955 1.5348 -0.8824 -0.11
Cl -1.2102 -2.3986 0.5002 -0.15
H -1.1917 2.2655 1.2128 0.28
H 0.4451 1.6227 1.9940 0.31
H 1.3808 -0.1465 -3.0481 0.26
H 1.1493 -1.6960 -2.1299 0.27
H -2.0183 0.0718 0.8336 0.30
H 0.6641 -1.0965 1.4619 0.42
```

Values from the calculation:
LUMO energy (spin up / spin down) = -0.276 / -0.255 eV
orbital gap (spin up / spin down) = 7.8 / 7.5 eV
charge = 0

---

| no. | molar mass (g/mol) |
| --- | --- |
| 1 | 166.18 |
| 2 | 125.10 |
| 3 | 604.70 |
| 4 | 558.65 |
| 5 | 442.56 |
| 6 | 137.01 |